Formula: C22H39N4
Source: the OMol25 dataset
Level of theory: ωB97M-V/def2-TZVPD

```
65
Properties=species:S:1:pos:R:3:mulliken_charge:R:1
N 2.405 -0.005 5.214 -0.5273
N -0.648 -1.045 0.606 0.2128
N -3.360 2.937 -4.691 0.1957
N 2.898 -5.975 5.051 -0.0070
C 2.946 -4.742 5.578 -0.2683
C -1.875 -0.550 0.000 -1.1294
C -2.755 3.801 -3.693 -0.3541
C 0.800 0.999 1.145 -1.0996
C -2.450 2.360 -5.660 -0.4194
C 3.272 0.294 6.180 -0.3528
C 3.244 -3.860 3.379 -0.0388
C 3.126 -3.643 4.751 0.0407
C 0.269 -1.636 -0.347 -0.4480
C -1.767 0.606 -1.000 -0.6794
C -0.044 -0.192 1.614 0.0936
C -1.320 1.562 -5.026 -1.3110
C -1.940 5.005 -4.182 -1.1047
C 4.120 -0.649 6.740 -0.4326
C 2.390 -1.264 4.803 -0.4835
C 3.183 -5.147 2.864 -0.7413
C -4.528 4.574 -6.279 -0.9931
C 3.200 -2.277 5.299 0.4458
C 4.101 -1.959 6.311 -0.4476
C 3.008 -6.203 3.734 -0.3192
C 1.373 -2.436 0.324 -1.2952
C -4.601 3.416 -5.277 -0.6874
H -5.281 3.690 -4.466 0.3435
H -3.776 4.403 -7.050 0.2753
H -2.574 5.810 -4.551 0.2665
H -2.718 0.730 -1.521 0.4854
H 2.060 -1.791 0.879 0.2053
H 1.375 1.392 1.986 0.4125
H 1.678 -1.513 4.023 0.4919
H -1.004 0.429 -1.758 0.2466
H -2.351 -1.395 -0.506 0.4356
H -0.837 0.167 2.273 0.3958
H -2.103 3.189 -3.060 -0.0732
H -1.238 4.732 -4.971 0.2443
H -0.625 2.200 -4.477 0.2728
H -0.750 1.051 -5.802 0.4813
H -1.711 0.808 -4.341 0.2319
H -1.355 5.411 -3.354 0.4216
H -4.316 5.524 -5.791 0.2229
H 3.311 1.313 6.527 0.3782
H 0.187 1.814 0.766 0.3328
H 0.727 -0.892 -1.016 0.2315
H -2.565 -0.268 0.799 0.3808
H -0.303 -2.313 -0.986 0.4890
H 0.586 -0.819 2.254 -0.4328
H 1.513 0.718 0.368 0.2504
H -1.552 1.552 -0.503 0.2005
H -2.015 3.118 -6.329 0.2683
H -5.074 2.564 -5.776 0.4152
H 2.954 -7.222 3.393 0.4125
H 3.282 -5.286 1.802 0.4523
H -3.027 1.683 -6.295 0.4576
H 2.770 -6.772 5.661 0.2904
H -5.491 4.681 -6.783 0.4082
H 0.948 -3.170 1.014 0.3115
H 4.769 -2.696 6.727 0.4805
H 3.388 -3.031 2.704 0.5902
H 2.852 -4.616 6.642 0.5375
H 1.960 -2.970 -0.425 0.4888
H 4.799 -0.348 7.522 0.3959
H -3.540 4.151 -3.019 0.4516
```

As for the spin multiplicity: 1. Its total charge is +1. For the LUMO energy, the calculation gives -4.567 eV. As for the max |F|: 0.012 hartree/bohr.

=====

Formula: C22H40BiN8O5P2S2Se2Te2
Source: the OMol25 dataset
Level of theory: ωB97M-V/def2-TZVPD

```
84
Properties=species:S:1:pos:R:3:mulliken_spin:R:1
Bi 1.485 -0.899 -2.847 -0.0041
Te 1.911 -4.369 -5.440 0.0000
Te 4.198 -2.977 -5.102 0.0084
Se 0.886 -3.664 -3.252 0.0049
Se 3.118 -0.717 -4.908 0.0210
S 3.431 0.720 -0.763 -0.0009
S 2.732 -2.519 -0.105 0.0006
P 3.260 -0.724 0.547 0.0013
P -1.721 -2.488 -0.412 -0.0029
O 4.647 -0.781 1.359 -0.0004
O -0.674 -0.226 2.618 0.0000
O -3.020 -1.873 0.025 -0.0004
O -0.670 -1.664 -1.088 0.0080
O 2.170 -0.380 1.720 0.0000
N -1.072 1.910 3.179 0.0001
N -0.277 -0.613 -4.336 0.1295
N 1.356 1.448 -3.559 0.1515
N -1.782 0.699 -5.399 0.1091
N -3.262 -2.944 -2.470 0.0232
N 0.212 -2.505 1.469 0.0001
N 0.139 3.076 -4.465 0.0925
N -0.927 1.457 -1.459 -0.0038
C -3.192 1.596 -0.704 0.0017
C -0.872 -3.390 0.936 0.0002
C -1.244 -1.404 -4.922 -0.0491
C -2.784 1.394 0.600 -0.0003
C -1.967 0.984 5.310 0.0000
C -2.146 -0.646 -5.590 0.0710
C 4.529 -2.381 3.215 -0.0002
C -2.540 3.918 3.463 0.0000
C 1.957 2.665 -3.290 -0.0326
C -0.582 0.682 -4.682 0.2786
C -1.017 0.916 2.270 -0.0016
C 0.242 1.719 -4.277 0.1086
C -0.770 1.577 4.574 0.0000
C -0.544 1.240 -0.199 -0.0002
C 2.222 2.020 2.386 0.0002
C 1.232 3.674 -3.827 0.0804
C -1.275 3.327 2.852 -0.0001
C 5.198 -1.988 1.914 0.0001
C -2.226 1.615 -1.698 -0.0057
C -1.437 1.212 0.864 0.0020
C 2.415 0.566 2.789 0.0004
C -2.348 -3.780 -1.583 -0.0005
H -2.296 0.072 4.810 0.0000
H 1.391 4.740 -3.837 0.0068
H -3.007 -0.925 -6.179 0.0117
H 1.220 2.182 1.980 -0.0001
H -4.241 1.725 -0.944 0.0003
H 0.919 -2.327 0.735 -0.0001
H 6.251 -1.770 2.070 0.0000
H -2.714 -2.415 -3.152 -0.0175
H -1.686 0.735 6.336 0.0000
H -1.307 3.432 1.775 -0.0001
H 5.107 -2.791 1.187 0.0000
H -1.560 -4.239 -2.173 0.0027
H 0.722 -2.935 2.232 0.0000
H -0.148 -1.573 1.799 0.0000
H -0.402 3.880 3.206 0.0001
H 2.947 2.309 1.627 -0.0002
H -2.003 1.415 -6.066 0.0016
H 0.042 0.856 4.579 0.0000
H 0.527 1.099 -0.040 -0.0042
H -2.656 4.950 3.124 0.0000
H -2.803 1.685 5.341 0.0000
H -0.609 3.558 -4.920 -0.0070
H -3.422 3.353 3.150 0.0000
H 3.464 -2.559 3.047 0.0001
H 4.640 -1.598 3.969 0.0000
H -1.144 -2.483 -4.916 -0.0017
H 2.355 2.658 3.266 0.0001
H -1.582 -3.639 1.719 -0.0001
H -2.496 3.927 4.553 0.0000
H 3.422 0.417 3.177 0.0000
H -3.972 -3.471 -2.960 -0.0031
H 1.702 0.292 3.567 -0.0001
H -3.699 -2.252 -1.820 -0.0006
H -3.507 1.350 1.409 -0.0001
H -0.423 2.487 5.061 0.0000
H -0.423 -4.294 0.523 0.0000
H 2.877 2.723 -2.727 0.0058
H 4.980 -3.300 3.597 0.0000
H -2.956 -4.522 -1.069 -0.0002
H -2.500 1.767 -2.741 0.0154
```

As for the spin multiplicity: 2. Its total charge is 0. For the LUMO energy (alpha / beta), the calculation gives -0.093 / -0.123 eV. As for the max |F|: 0.025 hartree/bohr. The value obtained for the relative energy (zero: lowest compared OMol25 entry of this formula, charge and spin) is 88.9 kJ/mol. The expectation value of S² is 0.761.

=====

Formula: C22H40Cl14N3O
Source: the OMol25 dataset
Level of theory: ωB97M-V/def2-TZVPD

```
80
Properties=species:S:1:pos:R:3:mulliken_charge:R:1
Cl -5.497 -0.456 -1.817 -0.1284
Cl 2.337 1.558 4.178 -0.1743
Cl -2.576 0.464 -0.050 -0.0465
Cl -5.836 -5.611 -4.957 -0.1691
Cl -8.465 5.228 -0.236 -0.1780
Cl 11.978 1.922 2.994 -0.1762
Cl -0.617 2.100 2.219 -0.1456
Cl -6.728 2.659 1.187 -0.2115
Cl -8.688 -0.348 -0.596 -0.1765
Cl 8.773 2.179 4.143 -0.1800
Cl 4.304 3.186 6.445 -0.1800
Cl 8.236 -0.297 0.230 -0.1991
Cl -2.827 -5.613 -3.338 -0.1358
Cl 5.028 -0.805 1.274 -0.2763
O 0.314 -0.687 -3.337 -0.3520
N 4.436 -1.762 -1.224 -0.1641
N 3.043 -3.634 -1.838 -0.4239
N 2.245 -1.150 -2.008 -0.1084
C -6.886 0.424 -2.511 -0.5774
C 1.599 -1.318 -3.351 -0.3014
C -1.953 -3.765 -1.980 -0.4753
C -3.124 -3.003 -1.280 -0.7205
C -3.060 -1.438 -1.260 -0.3724
C 10.642 2.833 2.248 -0.3285
C -1.939 2.797 1.247 -0.5550
C 1.855 2.898 5.250 -0.3844
C 3.233 -2.186 -1.712 0.1322
C -7.821 0.957 -1.443 0.2637
C -6.786 4.351 1.743 -0.4887
C -0.681 -1.488 -2.701 0.4353
C -1.842 -0.716 -1.977 -0.5114
C 6.520 -1.110 2.204 -0.4476
C -4.382 -6.538 -5.403 -0.4588
C -0.758 -3.032 -2.688 -0.2439
C 7.605 -0.103 1.885 -0.3820
C -3.594 -6.985 -4.188 -0.5089
C 2.984 3.884 5.474 -0.4636
C -8.140 4.986 1.498 -0.4635
C 9.708 3.429 3.282 -0.4626
C -3.066 1.807 1.022 -0.3051
H 1.608 -2.391 -3.751 0.2072
H -1.516 3.146 0.303 0.3287
H 3.406 4.233 4.530 0.3165
H 10.252 4.016 4.024 0.3803
H -2.790 -7.657 -4.494 0.2949
H 0.054 -3.647 -3.208 0.2121
H 7.246 0.922 1.992 0.2944
H 5.260 -1.593 -1.817 0.2095
H -4.226 -7.515 -3.472 0.3351
H 8.448 -0.240 2.563 0.3359
H 8.985 4.085 2.794 0.2764
H -7.403 -0.250 -3.197 0.3444
H 1.503 2.470 6.189 0.3323
H 2.613 4.752 6.023 0.3102
H -6.569 4.341 2.812 0.3530
H 2.664 -3.915 -2.754 0.3364
H 11.095 3.631 1.656 0.3338
H 1.557 -1.013 -1.249 0.4144
H -5.989 4.901 1.239 0.2969
H 2.462 -4.018 -1.065 0.3284
H -2.027 -4.938 -1.949 0.3161
H -8.579 1.596 -1.901 0.3187
H -6.476 1.252 -3.092 0.2928
H -3.878 -0.788 -0.777 0.6772
H -8.177 5.971 1.968 0.3372
H -1.806 0.422 -1.972 0.5394
H 4.436 -1.539 -0.177 0.1840
H 6.253 -1.047 3.260 0.3517
H -7.286 1.548 -0.696 -0.2808
H -3.419 1.379 1.962 0.3308
H 6.846 -2.131 1.996 0.3494
H -3.907 2.307 0.539 0.0501
H -4.722 -7.409 -5.965 0.3181
H -8.948 4.380 1.913 0.3147
H -2.311 3.665 1.795 0.3352
H -4.016 -3.511 -0.792 0.3639
H 1.014 3.401 4.767 0.2458
H 10.113 2.163 1.567 0.1715
H 2.246 -0.709 -4.092 0.2761
H -3.777 -5.919 -6.068 0.3122
```

As for the spin multiplicity: 1. Its total charge is +1. For the LUMO energy, the calculation gives -5.598 eV. As for the max |F|: 0.115 hartree/bohr.

=====

| no. | M (Da) | total energy (Ha) |
| --- | --- | --- |
| 1 | 359.58 | -1080.43405 |
| 2 | 1244.80 | -8709.39498 |
| 3 | 858.92 | -7543.84627 |